[1]
A molecular structure, C15H15BrCl3O2OsP, computed with ωB97M-V/def2-TZVPD.

Calculated values
Highest occupied orbital energy in Ha: -0.530
Net charge: +2
Gap between HOMO and LUMO in eV: 5.82
Calculated total energy in eV: -139242.67727

```
38
Properties=species:S:1:pos:R:3:mulliken_charge:R:1
Os -0.08677 0.10280 -0.14564 1.0868
Cl -6.80305 0.89082 -2.00851 -0.1361
C -5.26836 0.91415 -1.24974 0.4320
C -4.18137 0.34153 -1.90282 -0.9719
C -2.98477 0.40674 -1.23137 1.2539
Cl -1.49900 -0.30901 -1.89219 -0.1445
C -2.79546 0.97469 0.00816 -0.1683
O -1.55484 1.00634 0.58082 -0.6727
C -3.90396 1.53164 0.64407 0.3186
Cl -3.72303 2.24465 2.18859 -0.1442
C -5.13277 1.49972 0.00666 -0.6833
H -4.28676 -0.11695 -2.87578 0.4664
H -5.99563 1.93390 0.49235 0.4701
C 1.53250 -4.12038 0.32612 -1.1163
P 1.54565 -2.57671 1.20755 0.9194
C 3.21110 -2.15503 1.66846 -1.1122
C 0.51750 -2.69078 2.65755 -1.0954
O 0.99267 -1.46379 0.25503 -0.5400
H 1.96533 -4.90084 0.95469 0.4094
H 2.12571 -4.02860 -0.58401 0.3719
H 0.51023 -4.39713 0.06822 0.3539
H 3.63190 -2.95673 2.27818 0.4167
H 3.22091 -1.22917 2.24388 0.3597
H 3.82091 -2.03468 0.77266 0.3627
H 0.90984 -3.47122 3.31264 0.4018
H -0.50304 -2.95336 2.37719 0.3614
H 0.52184 -1.74582 3.20198 0.3729
Br 4.29239 4.59558 -1.91602 -0.0336
C 2.98221 3.35865 -1.46229 0.1314
C 2.61067 2.38520 -2.39688 -0.6441
C 1.60911 1.49458 -2.08489 -0.4489
C 1.03209 1.53107 -0.79906 0.6311
C 1.39221 2.53325 0.12873 -0.3307
C 2.36893 3.44168 -0.20666 -0.5591
H 3.09083 2.35900 -3.36507 0.4463
H 1.29627 0.76282 -2.81925 0.3363
H 0.88799 2.61417 1.08584 0.4499
H 2.65000 4.22722 0.48081 0.4488
```


[2]
A molecular structure, C15H15CrN2O6 at a distorted geometry, computed with ωB97M-V/def2-TZVPD.

Calculated values
Highest occupied orbital energy (spin up / spin down) in Ha: -0.440 / -0.440
Net charge: +1
Spin multiplicity: 5
Gap between HOMO and LUMO (spin up / spin down) in eV: 8.43 / 5.66
Calculated total energy in eV: -59474.63039

```
39
Properties=species:S:1:pos:R:3:mulliken_charge:R:1
O -2.89098 -8.48084 2.05178 -0.1660
C -2.34528 -7.51333 1.77539 0.1578
Cr -1.46583 -3.23302 0.40067 -0.4839
C 0.28700 -2.55548 0.31582 0.4608
O 1.30951 -1.99199 0.26217 -0.2172
C -2.87702 -2.38019 -0.46151 0.4572
O -3.77490 -1.85139 -0.99230 -0.2337
C -2.01513 -3.26805 2.21285 0.5573
O -2.39352 -3.27207 3.32087 -0.2360
C -1.12776 -4.35807 -1.10821 0.3691
O -0.82161 -4.90898 -2.09054 -0.1988
H -2.07869 -4.67236 0.53681 0.3867
C 1.83479 2.34879 -3.37968 -1.0839
C 1.65697 3.16825 -2.12429 -0.6084
N 1.08658 2.42453 -0.99154 0.2494
C 2.05962 1.74981 -0.09475 -0.2691
C 2.70934 2.73519 0.85763 -1.1027
C -0.23590 2.06825 -1.05930 0.3768
O -0.94556 2.32646 -2.03198 -0.6326
C -0.78049 1.36607 0.16576 -0.6011
C -0.73323 1.93754 1.44629 -0.1357
C -0.93281 1.09125 2.52828 -0.8974
C -1.17149 -0.27651 2.28887 -0.0802
N -1.34032 -0.75649 1.06530 0.0872
C -1.22864 0.04782 0.00391 -0.0999
H 2.49188 1.49596 -3.18795 0.2750
H 2.28235 2.96685 -4.16089 0.3832
H 0.86787 1.98736 -3.73491 0.3061
H 2.62325 3.53147 -1.77307 0.2925
H 1.00059 4.02411 -2.32029 0.3989
H 1.54592 0.95426 0.46424 0.0377
H 2.81556 1.26563 -0.73720 0.3809
H 1.94920 3.23655 1.46833 0.2094
H 3.37932 2.18630 1.52518 0.4028
H 3.28824 3.48306 0.30505 0.3407
H -0.55181 3.01027 1.55509 0.6921
H -0.85744 1.43073 3.55661 0.4449
H -1.18765 -0.96971 3.13646 0.2638
H -1.43194 -0.34806 -0.99497 0.5165
```


[3]
A molecular structure, C15H15F15N5O15S5Zn3 at a distorted geometry, computed with ωB97M-V/def2-TZVPD.

Calculated values
Highest occupied orbital energy in Ha: -0.417
Net charge: +1
Gap between HOMO and LUMO in eV: 1.81
Calculated total energy in eV: -294119.90155
ΔE to the lowest compared entry with this formula, charge and spin in kcal/mol: 652.37

```
73
Properties=species:S:1:pos:R:3:mulliken_charge:R:1
Zn -11.76136 -2.28724 -20.84310 0.9364
Zn -4.85292 -3.70044 -21.34374 1.1385
Zn -7.12367 -0.70248 -15.46012 1.2093
C -7.35625 2.17442 -21.07415 0.5050
F -7.37815 1.88887 -22.36553 -0.1749
F -6.22121 2.74742 -20.68675 -0.1779
F -8.43209 2.97957 -20.68086 -0.1951
S -7.50494 0.45134 -20.28968 1.1332
O -7.41227 0.73393 -18.80763 -0.5893
O -8.80947 -0.04176 -20.76167 -0.6466
O -6.39644 -0.41046 -20.92118 -0.5910
C -6.13665 -4.53849 -10.69157 0.6082
F -5.24236 -5.16549 -11.49774 -0.1869
F -7.40164 -4.93349 -10.95060 -0.1715
F -5.78465 -4.73759 -9.41472 -0.1759
S -6.03344 -2.67927 -10.96818 1.1715
O -4.70331 -2.18310 -10.66965 -0.5106
O -6.48344 -2.42714 -12.35618 -0.4886
O -6.97746 -1.94950 -10.13838 -0.4584
C -1.05633 -1.38255 -16.99648 0.5583
F -1.21649 -0.31041 -17.75990 -0.1679
F -0.03646 -2.12412 -17.45413 -0.1759
F -0.94603 -1.16117 -15.64672 -0.1839
S -2.66069 -2.48602 -17.01866 1.1792
O -3.71675 -1.70726 -16.38261 -0.5527
O -2.91531 -2.76168 -18.45310 -0.5599
O -2.39102 -3.69501 -16.24851 -0.5146
C -12.05763 -2.16395 -12.85942 0.6681
F -12.30162 -2.78551 -13.98613 -0.1927
F -13.17826 -2.02511 -12.20941 -0.1981
F -11.13020 -2.74883 -12.09677 -0.1959
S -11.39611 -0.46730 -13.28446 1.1227
O -12.55176 0.35726 -13.69278 -0.4963
O -10.82924 0.06489 -12.06151 -0.5171
O -10.38082 -0.61268 -14.33091 -0.5076
C -8.75904 -6.61263 -17.22614 0.5560
F -8.42501 -7.60657 -18.08467 -0.1840
F -10.00619 -6.76604 -16.80551 -0.1888
F -7.96094 -6.72569 -16.13087 -0.2029
S -8.50433 -4.85741 -17.97601 1.1115
O -9.66197 -4.48337 -18.78110 -0.5770
O -8.22456 -3.83425 -16.90285 -0.5664
O -7.30722 -4.92093 -18.88384 -0.6140
C -3.50400 -9.04228 -19.13204 -0.7453
C -3.94389 -8.13177 -20.12213 0.3184
N -4.24341 -7.41295 -20.94377 -0.3358
H -2.99809 -9.95674 -19.44176 0.3042
H -4.36262 -9.24791 -18.49283 0.2112
H -2.85199 -8.57180 -18.39608 0.2733
C -16.18092 -0.79592 -16.62299 -0.7382
C -14.79468 -0.96385 -17.15735 0.3387
N -13.72856 -1.12598 -17.66542 -0.3994
H -17.00969 -1.23515 -17.17826 0.3126
H -16.52963 0.23564 -16.67199 0.2800
H -16.12887 -1.09152 -15.57513 0.2322
C -10.99012 -9.60013 -23.86510 -0.6773
C -10.55687 -8.33829 -23.16921 0.2949
N -10.19264 -7.38802 -22.59822 -0.3884
H -10.47208 -9.58102 -24.82394 0.2521
H -12.06924 -9.69283 -23.98763 0.2748
H -10.59936 -10.43792 -23.28760 0.2537
C -12.89092 -9.63445 -12.80142 -0.7100
C -13.87289 -9.03385 -13.63649 0.2983
N -14.62680 -8.59378 -14.34121 -0.3421
H -12.92399 -9.10009 -11.85196 0.2503
H -11.89552 -9.52600 -13.23212 0.2421
H -13.16057 -10.67190 -12.60370 0.2616
C -6.75548 -11.84537 -14.76748 -0.5756
C -8.05085 -12.42908 -14.32816 0.2502
N -9.09551 -12.90986 -14.05904 -0.3807
H -6.35371 -11.20203 -13.98467 0.2649
H -7.04982 -11.32745 -15.68029 0.1835
H -6.11809 -12.69524 -15.01152 0.2602
```


[4]
A molecular structure, C15H15F6N6O4S3Ti, computed with ωB97M-V/def2-TZVPD.

Calculated values
Highest occupied orbital energy (spin up / spin down) in Ha: -0.571 / -0.583
Net charge: +2
Spin multiplicity: 2
Gap between HOMO and LUMO (spin up / spin down) in eV: 8.11 / 8.32
Calculated total energy in eV: -104841.66402
ΔE to the lowest compared entry with this formula, charge and spin in kcal/mol: 12.91

```
50
Properties=species:S:1:pos:R:3:mulliken_charge:R:1
Ti -0.09559 0.11250 -0.41913 0.3247
C -3.00647 3.23040 1.02802 -1.7208
C -1.87196 2.45506 0.46731 0.6542
N -1.73413 1.18147 0.49212 0.5845
N -2.78886 0.39164 0.95697 -0.6743
C -3.06309 -0.66052 0.13726 0.6086
N -3.99068 -1.51344 0.50374 -0.3046
S -2.22645 -0.83143 -1.34404 -0.3825
C -0.80165 3.12301 -0.30658 0.4442
C -0.76282 4.48960 -0.47722 -0.6658
C 0.17701 5.03455 -1.34833 -0.5076
C 1.02974 4.18336 -2.02064 -0.8865
C 0.95011 2.82013 -1.77277 -0.1601
N 0.06508 2.28482 -0.92742 0.3801
H -3.76213 2.59216 1.47211 0.3873
H -3.46728 3.82401 0.23600 0.4295
H -2.63844 3.92543 1.78612 0.4264
H -2.86642 0.28457 1.96180 0.3102
H -4.53429 -1.40010 1.34722 0.2237
H -4.14666 -2.34296 -0.05094 0.2391
H -1.46212 5.12680 0.04457 0.4516
H 0.22339 6.10408 -1.50273 0.4618
H 1.75987 4.55496 -2.72529 0.4571
H 1.62608 2.13720 -2.26760 0.5206
F 1.56610 -3.27267 2.81791 -0.1735
C 1.80709 -2.68978 1.67089 0.6389
F 2.46327 -1.54668 1.86344 -0.1434
F 2.49345 -3.45602 0.86130 -0.1553
S 0.16476 -2.22730 0.86501 1.3335
O 0.49118 -1.97618 -0.55908 -0.4148
O -0.13264 -0.83420 1.37467 -0.6852
N -0.97686 -3.12457 1.25287 -0.4313
S -0.97657 -4.77424 1.12381 1.0573
O -1.81325 -5.27511 2.14753 -0.5882
O 0.34703 -5.24167 0.88157 -0.5758
C -1.89702 -4.95145 -0.47338 0.7118
F -2.03947 -6.22815 -0.74219 -0.1833
F -1.22627 -4.34583 -1.44824 -0.1880
F -3.10267 -4.37581 -0.36303 -0.2353
C 4.83488 0.29326 -0.56885 -0.2514
C 4.11159 1.07212 0.32464 -0.9963
C 2.73572 1.05390 0.25310 -0.0921
N 2.06755 0.29814 -0.63649 0.6054
C 2.77313 -0.46388 -1.49230 -0.3296
C 4.15267 -0.48157 -1.49554 -0.8517
H 5.91636 0.28806 -0.54075 0.4454
H 4.60433 1.68320 1.06706 0.4943
H 2.13764 1.65255 0.93085 0.4040
H 2.20802 -1.08052 -2.17858 0.5171
H 4.67773 -1.10293 -2.20673 0.4859
```


[5]
C15H15FN2O4S2 in the gas phase, computed with ωB97M-V/def2-TZVPD.

Calculated values
SMILES string: CNC(=O)C(=O)NC[C@@H](c1cccs1)S(=O)(=O)c1ccc(F)cc1
Highest occupied orbital energy in Ha: -0.333
Gap between HOMO and LUMO in eV: 9.47
Calculated total energy in eV: -51356.82950
ΔE to the lowest compared entry with this formula, charge and spin in kcal/mol: 23.16

```
39
Properties=species:S:1:pos:R:3:mulliken_charge:R:1
C -4.68756 -2.52898 0.15068 -0.8900
N -4.24392 -1.16111 0.16192 -0.2169
C -3.08231 -0.75141 0.66526 0.8121
O -2.25096 -1.44591 1.23248 -0.7658
C -2.85541 0.74106 0.43307 0.6183
O -3.68359 1.44647 -0.10552 -0.7164
N -1.67174 1.15665 0.92303 -0.0310
C -1.07639 2.38687 0.48301 -1.4488
C 0.15313 2.18509 -0.40331 -0.0876
C 1.41817 1.94239 0.31218 0.1917
C 2.67497 2.24628 -0.12356 -0.6227
C 3.68955 1.80401 0.75207 -0.5631
C 3.19562 1.16635 1.84250 -0.4316
S 1.47945 1.09331 1.82623 -0.0704
S -0.03794 0.75915 -1.63155 1.4524
O 0.49886 1.26598 -2.86497 -0.7526
O -1.37997 0.24425 -1.64803 -0.6416
C 1.07437 -0.53791 -1.05037 -0.3891
C 2.36539 -0.55002 -1.54769 -0.3489
C 3.26102 -1.50451 -1.10139 -0.7552
C 2.82724 -2.42889 -0.16457 0.4053
F 3.69772 -3.35037 0.28503 -0.3410
C 1.53006 -2.43967 0.31941 -0.8061
C 0.64245 -1.47743 -0.13264 0.2167
H -3.96162 -3.11796 0.70950 0.3088
H -5.66744 -2.61465 0.62295 0.3056
H -4.74911 -2.90664 -0.87156 0.3029
H -4.78604 -0.45156 -0.31688 0.2443
H -1.09421 0.43980 1.34478 0.1521
H -1.85886 2.90758 -0.07711 0.5087
H -0.79160 2.99617 1.35005 0.3928
H 0.27204 3.02925 -1.08407 0.6260
H 2.86271 2.77330 -1.04146 0.4898
H 4.73835 1.95992 0.57733 0.4388
H 3.72947 0.73878 2.66719 0.4924
H 2.64396 0.18205 -2.28809 0.5118
H 4.27568 -1.54122 -1.46407 0.4795
H 1.22574 -3.18425 1.03697 0.5234
H -0.37728 -1.47219 0.22120 0.4055
```


[6]
A molecular structure, C15H15HfN3P at a distorted geometry, computed with ωB97M-V/def2-TZVPD.

Calculated values
Highest occupied orbital energy (spin up / spin down) in Ha: -0.362 / -0.362
Net charge: +1
Gap between HOMO and LUMO (spin up / spin down) in eV: 5.51 / 5.51
Calculated total energy in eV: -30852.53243
ΔE to the lowest compared entry with this formula, charge and spin in kcal/mol: 0.00

```
35
Properties=species:S:1:pos:R:3:mulliken_charge:R:1
C 0.34457 0.76860 -4.71867 -0.1769
C 0.06768 -0.00582 -5.84298 -0.6174
C -0.26456 -1.37557 -5.91418 -0.3821
C -0.37470 -2.28348 -4.82708 -0.4776
C -0.20176 -2.03442 -3.46203 -0.2662
Hf -0.20601 -0.03859 -2.83344 1.1695
P 0.10771 2.54692 -2.02313 -0.3508
H 0.62711 1.79654 -4.92122 0.2203
H 0.11507 0.44383 -6.85545 0.2750
H -0.43339 -1.80144 -6.92011 0.2883
H -0.26619 -2.83975 -2.71989 0.2681
H -0.60826 -3.31665 -5.15752 0.2610
H -1.03004 3.07839 -1.28724 0.1773
H 0.24605 3.53469 -3.07282 0.1713
H 1.22827 2.87909 -1.16257 0.1836
N -0.15593 1.50891 8.11728 -0.4450
C -0.14899 1.21074 6.98182 -0.0601
C -0.10963 0.81894 5.59631 0.4080
C -1.15165 1.16278 4.72301 -0.7233
C -1.09918 0.78904 3.37460 -0.2693
C -0.01595 0.01855 2.93437 0.7843
C 1.01903 -0.34873 3.79571 -0.5358
C 0.98056 0.08105 5.12237 -0.7208
N 0.00834 -0.49429 1.60381 0.1372
C 0.48473 -1.75803 1.22252 -0.4677
C 0.48234 -1.79211 -0.12935 -0.5287
N 0.03652 -0.54554 -0.61575 -0.2028
C -0.28848 0.17569 0.46843 -0.2254
H -1.99783 1.73118 5.10924 0.4402
H -1.90997 1.03120 2.68168 0.4229
H 1.84991 -0.94144 3.40845 0.4781
H 1.80420 -0.16358 5.78876 0.4475
H 0.75040 -2.50172 1.95353 0.4949
H 0.70704 -2.54965 -0.85690 0.4378
H -0.59699 1.21469 0.43846 0.3845
```


Question: calculated total energy of number 2 (C15H15CrN2O6)?
Answer: -59474.63039 eV